Formula: C73H169Cl2N9O9
Source: the Open Molecules 2025 dataset
Level of theory: ωB97M-V with the def2-TZVPD basis set

Atoms and positions in Å:
C  -0.76  2.08  -7.84
H  0.01  -9.32  0.06
C  -11.67  -3.22  3.79
H  5.37  5.66  3.60
H  -0.25  2.05  -0.74
N  3.45  6.25  -0.76
C  -1.24  4.40  -8.68
H  9.87  -8.24  4.38
H  -1.08  6.10  -0.17
C  -2.53  2.42  5.77
H  10.52  -9.95  3.59
H  -4.54  6.01  4.88
H  -11.55  -5.54  2.73
H  -4.97  -8.47  -0.91
Cl  -2.14  4.06  -4.72
H  -2.45  6.17  -2.18
H  -0.34  3.73  -11.77
H  -1.86  -10.73  -0.64
H  -2.14  8.23  1.78
O  -1.05  2.44  3.01
H  -4.22  -10.76  -1.46
H  9.65  2.35  1.02
C  0.71  1.53  -0.65
H  6.97  -7.82  5.15
H  7.22  -4.76  4.54
C  -3.41  4.32  4.41
H  -3.48  5.35  -0.29
C  -0.55  0.91  -3.40
H  -1.73  1.71  -1.85
H  -6.13  7.71  -4.39
H  1.47  -9.06  -0.74
H  4.29  6.79  -0.58
C  7.26  -5.06  5.61
H  -3.15  7.03  -4.25
N  8.53  -9.72  4.10
C  -5.51  0.11  -7.19
H  -4.30  5.28  -4.41
C  -13.37  -4.92  3.65
H  -6.07  5.13  -4.42
C  10.04  1.38  0.59
H  -0.36  1.92  -3.72
C  -4.93  1.48  -7.53
O  4.09  7.38  -3.12
C  -1.56  0.25  6.55
O  4.59  6.58  1.82
C  5.39  5.56  2.51
H  -3.02  0.63  -7.73
C  -1.87  6.54  0.45
C  2.99  -1.30  1.15
H  4.04  -1.06  1.41
O  -3.28  -8.97  -1.83
C  1.20  -0.88  -0.53
H  3.42  -3.31  0.41
H  -0.92  -1.26  -1.50
H  -2.31  -12.06  -1.68
C  -0.21  3.41  -10.72
C  -5.07  2.94  5.42
O  -3.15  1.81  2.15
C  12.87  4.52  0.77
C  -0.05  0.52  6.62
H  -3.97  6.94  0.34
H  -11.61  -2.16  3.77
H  -4.78  2.04  -6.62
H  0.16  0.93  7.58
H  0.85  1.33  0.42
H  -0.21  1.93  3.06
H  0.82  -6.73  -0.57
C  7.53  -10.45  4.95
C  -2.12  -10.99  -1.68
H  -13.39  -5.90  4.02
H  0.38  -0.45  6.45
H  -6.17  6.16  -2.19
H  -4.78  5.43  3.25
C  -3.99  7.62  -3.87
C  -7.95  -3.03  0.46
H  -2.68  4.69  6.97
C  -1.90  1.60  2.26
H  -2.18  1.82  7.83
H  -5.68  -0.53  -8.07
C  -1.59  0.70  -2.28
H  -5.67  8.70  -2.51
H  -1.19  -9.39  -2.41
C  -9.04  -2.02  0.43
H  1.09  -1.85  -1.09
H  -5.63  7.85  -1.01
H  -14.01  -2.85  2.51
C  9.84  0.16  2.64
C  3.77  5.40  -2.00
C  2.87  -2.83  1.16
H  -6.47  3.84  3.97
H  3.38  4.43  0.36
H  7.51  -4.23  6.24
C  -4.66  5.11  4.30
H  2.80  0.50  -0.09
H  -4.88  -0.41  -6.44
H  1.74  0.73  -2.92
H  4.28  9.20  -4.00
H  10.32  -0.40  3.46
H  -4.33  9.08  -1.38
C  -10.82  -3.46  1.42
H  -3.51  1.08  7.07
H  3.09  -3.29  2.16
H  9.88  -11.13  4.82
H  6.24  -5.41  5.85
H  8.06  -10.69  5.88
H  -1.25  1.51  -10.38
H  -1.04  4.61  -7.62
O  13.16  3.88  1.97
H  0.82  4.47  -9.07
H  -1.40  0.01  -0.28
H  -2.55  0.26  -2.54
C  -12.45  -4.99  2.48
H  3.22  4.43  -1.98
C  -2.99  2.78  -8.23
H  -7.41  -3.03  -0.50
H  10.16  -11.66  2.06
C  0.73  0.28  -2.86
H  -4.04  -7.24  -1.80
H  7.30  -11.53  2.20
H  2.70  6.91  -1.00
H  0.50  -11.36  -1.31
H  13.73  4.78  0.10
C  -5.79  4.11  4.78
H  -2.48  4.84  4.56
O  -1.28  0.66  1.75
H  4.77  5.09  -1.78
H  -6.45  4.55  5.54
H  -1.57  2.91  5.73
H  -5.18  -8.34  -2.70
H  -10.76  -3.73  4.06
H  -1.84  -0.59  7.14
O  -0.18  -8.16  -1.63
C  2.94  5.47  0.43
H  -0.47  -6.15  -1.69
H  1.85  -3.17  0.95
C  -5.04  8.30  -1.75
C  8.93  -8.44  4.85
H  -12.98  -1.72  1.90
N  -1.60  2.94  -8.74
C  0.47  -9.22  -0.95
H  13.02  4.47  4.00
H  9.08  -12.55  3.15
H  -4.75  5.17  -2.08
H  -4.28  5.27  6.63
C  11.06  1.47  -0.51
H  8.80  -8.85  2.16
C  13.56  4.77  3.09
H  -1.13  2.05  -6.81
H  -1.73  8.79  0.14
H  -13.60  -3.05  4.78
H  -3.69  0.92  -9.28
H  11.34  0.48  -0.89
H  2.78  5.77  2.53
H  6.65  -9.85  5.00
C  -0.19  -6.89  -0.91
C  -3.61  1.36  -8.29
H  -3.78  -10.51  -3.08
C  3.68  8.30  -4.16
H  -1.87  -0.14  5.56
H  3.33  -0.95  -0.93
H  -2.50  7.85  -1.68
H  9.21  -0.63  2.27
H  -0.04  5.56  -10.19
H  12.75  1.91  0.79
H  -10.23  -4.36  1.64
H  -3.72  8.71  -3.86
H  5.07  4.51  2.22
H  -0.54  8.04  1.26
N  -12.03  -3.55  2.37
H  7.31  -11.37  4.43
H  -2.31  2.86  -10.69
H  1.85  5.30  0.25
N  -1.00  -10.39  -2.46
C  0.36  -10.43  -1.82
H  2.32  6.33  -3.35
C  8.18  -10.92  2.09
C  3.40  6.18  -3.23
C  -5.23  7.16  -4.62
C  9.37  -11.54  2.82
H  2.65  7.19  1.51
C  -12.87  -3.80  4.57
C  -3.69  4.39  6.87
C  -10.02  -2.13  1.62
H  7.74  -6.97  3.85
C  -3.41  -10.32  -2.07
H  0.77  -0.75  -3.17
H  -0.96  -10.74  -3.44
H  -2.09  5.02  -8.93
H  -2.68  1.93  4.82
H  13.36  5.82  2.86
H  6.39  5.84  2.20
H  -3.23  3.59  3.64
H  -5.69  2.04  -8.09
H  -13.39  -3.04  0.86
C  7.89  -7.31  4.88
H  -9.57  -2.20  -0.53
H  -4.99  2.09  4.72
H  -0.78  0.31  -4.21
C  -0.95  -0.20  -1.28
C  -4.45  -8.24  -1.82
H  3.71  5.58  -4.07
H  7.11  -8.98  2.64
H  -6.47  0.21  -6.61
H  -1.86  5.96  1.33
H  0.34  1.21  5.82
C  -0.07  4.59  -9.69
H  -5.08  7.31  -5.73
H  9.16  0.86  0.20
H  12.94  2.17  -0.88
H  -14.41  -4.77  3.40
H  -12.55  -4.16  5.54
C  -5.22  5.95  -2.62
C  -5.21  5.75  -4.11
H  -5.52  2.71  6.38
H  2.35  -0.86  1.89
H  -10.77  -1.37  1.46
H  8.16  -6.60  6.88
H  14.65  4.56  3.25
C  11.86  3.72  -0.02
C  8.21  -6.21  5.84
C  3.25  6.27  1.67
C  9.73  -10.57  3.89
H  -8.33  -4.07  0.63
Cl  4.37  2.58  -0.46
H  -11.13  -3.50  0.38
H  -3.97  3.79  7.72
C  2.61  -0.60  -0.17
H  9.16  -8.78  5.85
H  10.89  3.81  0.38
H  -2.91  3.00  -7.18
H  -0.73  1.08  -8.33
H  0.68  2.80  -10.74
H  9.26  0.98  2.99
H  8.31  -10.70  1.06
H  0.22  2.52  -7.78
H  1.04  -10.29  -2.67
H  2.59  8.52  -4.18
H  11.83  4.12  -1.04
H  -7.20  -2.93  1.31
C  -3.21  6.39  -0.22
C  -2.48  1.45  6.89
H  -3.64  3.53  -8.78
H  10.68  1.99  -1.37
N  -4.32  7.19  -2.44
C  -3.04  6.92  -1.60
H  -8.67  -0.98  0.39
C  -1.56  8.01  0.94
H  9.28  -5.90  5.60
C  -13.17  -2.73  1.87
H  12.36  5.45  0.98
N  -3.65  3.48  5.69
H  -0.98  -6.96  -0.15
H  -9.59  -2.01  2.59
H  0.62  -0.94  0.35
N  0.52  0.16  -1.33
H  3.90  7.89  -5.15
O  10.71  0.69  1.70
C  8.09  -9.46  2.70
C  -1.39  2.57  -10.22
H  1.56  2.06  -1.10
H  -12.81  -5.35  1.54
N  12.27  2.29  -0.06

Computed properties:
orbital gap	0.2976	Ha
HOMO	-15.75	eV
DFT total energy	-4971.0381	Eh
net charge	+6
max |F|	2.89	eV/Å